Computed, not measured: a structure of composition C4H5NO2S in a non-equilibrium geometry, with ωB97M-V/def2-TZVPD.

```
13
C4H5NO2S | the OMol25 dataset | ωB97M-V/def2-TZVPD
O -0.207 2.129 -0.114
C 0.564 -0.222 0.095
O -2.957 0.748 0.566
H 2.377 0.543 -0.999
C 2.088 0.000 0.042
H 0.667 -2.229 -0.114
S -1.709 -1.488 0.026
C -0.220 0.968 -0.079
H -3.402 1.229 -0.157
C -0.015 -1.419 -0.068
N -2.016 0.176 -0.276
H 2.348 0.489 0.955
H 2.482 -0.925 0.124
```

Results
**F_max**: 4.3 eV/Å
**Charge**: 0
**Energy relative to the best compared isomer or geometry (same formula, charge and spin)**: 491.2 kJ/mol

Results of the Mulliken charge analysis, in e, for atoms 1 through 5:
1. O -0.422
2. C 0.193
3. O -0.373
4. H 0.263
5. C -1.181

***

Computed, not measured: a structure of composition C30H40CeO6PS in a non-equilibrium geometry, with ωB97M-V/def2-TZVPD.

```
79
C30H40CeO6PS | the OMol25 dataset | ωB97M-V/def2-TZVPD
H -10.059 -17.332 -0.813
H -4.871 -12.665 -7.973
C -10.187 -18.009 -3.402
C -6.804 -12.615 -9.022
H -5.445 -16.683 -0.357
C -5.377 -11.924 -2.105
H -6.460 -12.047 -9.896
H -9.639 -14.110 -7.926
C -9.051 -15.453 -0.978
C -10.462 -16.466 -6.316
H -8.662 -11.195 -2.445
C -8.589 -13.806 -7.877
H -10.135 -11.245 -4.742
H -11.004 -17.357 -6.683
C -6.448 -13.684 -6.914
H -12.140 -15.076 -6.201
H -9.460 -12.399 -5.799
C -9.092 -12.196 -2.574
H -10.152 -12.138 -2.349
O -6.390 -16.244 -3.040
H -9.514 -15.030 -0.064
H -11.595 -13.141 -3.747
C -4.396 -17.869 -3.713
H -5.889 -9.893 -1.816
H -0.890 -12.233 -5.939
C -1.536 -13.065 -6.147
C -7.788 -14.142 -6.772
H -8.690 -12.982 -0.602
C -6.200 -10.487 -3.865
O -9.451 -16.951 -2.792
C -11.402 -15.550 -5.513
C -8.449 -13.168 -1.627
H -6.305 -11.295 -5.862
H -8.835 -12.768 -9.693
C -3.685 -14.136 -5.998
H -4.597 -17.536 -4.724
C -5.941 -12.949 -7.981
O -9.404 -16.966 -5.492
C -1.044 -14.123 -6.900
H -9.950 -15.968 -7.155
H -3.251 -12.211 -5.153
O -8.902 -14.473 -2.004
C -1.883 -15.201 -7.214
O -8.838 -12.640 -3.913
H -3.839 -16.042 -7.003
H -3.332 -18.026 -3.526
S -4.923 -16.460 -2.685
H -5.647 -18.216 -1.263
C -6.027 -11.470 -4.826
C -5.011 -17.354 -1.067
O -10.594 -14.528 -4.938
H -8.107 -15.944 -0.770
C -9.878 -12.276 -4.815
H -4.725 -13.841 -2.779
H -10.099 -18.925 -2.799
P -5.404 -14.149 -5.499
H -10.234 -18.857 -5.380
C -9.611 -18.211 -4.798
Ce -8.063 -15.064 -4.386
H -11.006 -16.095 -1.706
H -11.812 -12.888 -5.498
H -7.380 -13.099 -1.796
H -1.488 -15.985 -7.868
H -6.567 -9.526 -4.150
H -5.003 -12.041 -1.079
C -5.189 -12.917 -3.050
H -11.270 -17.716 -3.403
C -8.129 -13.063 -8.949
C -5.844 -10.693 -2.536
H -4.947 -18.778 -3.516
H -0.019 -14.130 -7.250
C -9.999 -16.491 -1.532
C -11.113 -13.180 -4.717
H -8.629 -18.659 -4.692
C -5.516 -12.705 -4.395
C -3.184 -15.226 -6.736
C -2.851 -13.064 -5.666
H -11.965 -16.071 -4.698
H -3.990 -17.640 -0.821
```

Results
**Total energy**: -77083.281 eV
**F_max**: 1.8 eV/Å
**Charge**: +2
**2S+1**: 2

Results of the Mulliken charge analysis, in e, for atoms 1 through 5:
1. H 0.441
2. H 0.444
3. C -0.583
4. C -0.767
5. H 0.357

***

Computed, not measured: the ion C4H12N3 with charge +1 in a non-equilibrium geometry, with ωB97M-V/def2-TZVPD.

```
19
C4H12N3 | the OMol25 dataset | ωB97M-V/def2-TZVPD
C -0.801 0.346 0.636
H 1.912 -2.313 0.313
C 0.114 -0.504 1.519
C 1.577 -0.450 1.089
H 2.234 -0.612 1.938
H 0.452 -0.423 -0.882
C -0.963 0.704 -1.776
H -1.809 -0.051 0.596
H -0.306 -1.515 1.475
H 0.044 -0.248 2.574
H -0.835 1.391 0.952
N -0.284 0.293 -0.751
H 2.701 -1.178 -0.518
H -2.722 1.431 -0.958
H -0.629 0.394 -2.763
H 1.808 0.574 0.778
N 1.832 -1.362 -0.030
H -2.297 2.024 -2.504
N -2.029 1.498 -1.687
```

Results
**F_max**: 1.2 eV/Å
**Charge**: +1
**Energy relative to the best compared isomer or geometry (same formula, charge and spin)**: 68.8 kJ/mol

Results of the Mulliken charge analysis, in e, for atoms 1 through 5:
1. C -0.755
2. H 0.224
3. C -0.640
4. C -0.785
5. H 0.430

***

Computed, not measured: a structure of composition C25H43NP2Pr in a non-equilibrium geometry, with ωB97M-V/def2-TZVPD.

```
72
C25H43NP2Pr | the OMol25 dataset | ωB97M-V/def2-TZVPD
C -1.070 4.412 2.648
H 1.737 -4.610 3.421
C -1.620 4.148 -3.252
H 0.936 3.333 -2.486
C 2.131 0.530 1.784
N -3.586 -0.823 0.725
H -0.254 5.150 2.514
C -0.297 0.705 2.702
H -2.686 4.374 -3.153
H 4.066 -4.319 -0.106
C -1.929 1.604 -4.277
C -2.250 -1.697 -2.377
H 0.628 -1.661 1.328
H 3.563 -4.897 2.090
H 0.024 -4.061 -0.386
C 1.973 3.542 2.119
H -1.553 4.604 3.624
C -2.589 -0.206 0.574
H -1.249 -3.409 0.619
H 3.763 -1.968 -0.661
C 2.954 -4.031 1.754
H -3.258 1.242 3.146
H -1.123 -0.654 4.108
H 1.344 -1.625 -1.600
C 0.920 1.271 2.203
H -2.260 -0.485 -4.855
H 1.361 -1.722 -3.770
C 0.379 -4.100 1.842
H 0.426 -1.145 3.455
H -0.603 0.098 -5.190
H 0.183 -2.725 -2.860
H 2.666 3.385 1.271
C -1.438 0.141 -4.456
H -3.232 -1.284 -2.682
H -2.806 2.676 4.051
C 0.756 2.661 2.101
H -2.125 -2.703 -2.818
C 3.044 -3.942 0.162
C 0.554 2.499 -3.085
H 2.586 -0.015 2.620
H -2.247 -1.760 -1.281
P -1.244 2.428 -2.686
H -0.087 -2.341 -4.593
H 3.515 -3.153 2.151
H -1.039 -1.365 2.498
H 0.778 2.682 -4.147
H 1.917 -0.212 0.992
H -1.815 4.654 1.870
C -0.151 -3.485 0.541
C 0.276 -1.952 -3.624
H 2.548 3.384 3.061
H -0.315 -1.407 -0.134
C 1.611 -4.242 2.384
C 2.853 -2.542 -0.388
H -1.697 2.239 -5.163
H -3.031 1.584 -4.203
P -0.820 -0.589 -2.868
C -0.590 3.005 2.491
H -1.071 4.868 -2.649
H -0.452 -4.485 2.461
H 1.041 1.574 -2.757
C -0.519 -0.678 3.191
H -1.337 4.296 -4.305
C 1.609 -2.084 -0.629
C -1.222 1.794 2.896
H 1.578 4.554 2.090
C 0.422 -2.074 0.334
H 2.889 1.191 1.359
Pr -0.966 1.607 0.203
H 2.251 -4.596 -0.267
C -2.451 1.701 3.710
H -2.301 1.107 4.614
```

Results
**F_max**: 3.0 eV/Å
**Charge**: +1
**2S+1**: 3
**Energy relative to the best compared isomer or geometry (same formula, charge and spin)**: 30.1 kJ/mol

Results of the Mulliken charge analysis, in e, for atoms 1 through 5:
1. C -1.465
2. H 0.348
3. C -1.259
4. H 0.481
5. C -0.826

***

Computed, not measured: a cluster of 2 separate species, C2H4O3P in total in a non-equilibrium geometry, with ωB97M-V/def2-TZVPD.

```
10
C2H4O3P | the OMol25 dataset | ωB97M-V/def2-TZVPD
O -2.234 1.432 -0.057
C 0.966 -0.191 -0.282
O 0.221 -0.595 0.693
H 2.835 0.437 -1.038
H 0.512 -0.175 -1.291
H 2.745 0.180 0.784
H -2.332 -0.261 1.662
P -2.217 0.014 0.301
C 2.249 0.173 -0.173
O -2.746 -1.013 -0.598
```

Results
**F_max**: 2.4 eV/Å
**Charge**: -1
**Energy relative to the best compared isomer or geometry (same formula, charge and spin)**: 155.2 kJ/mol

Results of the Mulliken charge analysis, in e, for atoms 1 through 5:
1. O -0.561
2. C 0.147
3. O -0.759
4. H 0.245
5. H 0.252

***

Computed, not measured: a cluster of 7 separate species, C6H25O7 in total in a non-equilibrium geometry, with ωB97M-V/def2-TZVPD.

```
38
C6H25O7 | the OMol25 dataset | ωB97M-V/def2-TZVPD
H 3.483 0.481 -2.432
H 3.689 2.545 -0.614
C 2.979 1.705 -0.558
C 3.516 0.494 -1.338
H 1.252 3.214 1.031
H 0.427 -2.643 0.094
H 0.716 4.270 -0.340
H 1.715 -3.227 -0.699
C 0.401 1.316 -0.700
O -1.487 -0.408 0.716
C -0.916 2.148 -0.699
H -1.980 0.479 -0.509
H 0.169 -0.681 2.610
O -2.149 1.401 -0.874
H -1.828 0.139 1.457
H 2.869 1.349 0.478
H -1.146 2.853 0.099
C 1.477 3.576 0.006
H -0.864 -1.841 -1.293
H 1.541 -0.701 1.916
O -3.688 -1.942 0.260
H -2.080 -2.619 -1.556
O -1.814 -2.420 2.101
H 1.724 2.499 -1.922
C 1.570 2.323 -0.864
H 0.209 0.603 -1.487
H -3.440 -2.290 1.128
H 0.617 0.803 0.262
H -3.055 -1.256 0.046
H -1.593 -1.536 1.457
O -1.107 -2.733 -1.559
H -0.833 2.649 -1.686
H 2.381 4.197 -0.006
O 1.104 -0.866 2.762
O 1.352 -2.553 -0.097
H -1.858 -1.992 2.983
H 4.528 0.332 -0.967
H 3.036 -0.440 -1.060
```

Results
**Total energy**: -20955.641 eV
**F_max**: 2.7 eV/Å
**Charge**: 0
**2S+1**: 2

Results of the Mulliken charge analysis, in e, for atoms 1 through 5:
1. H 0.343
2. H 0.349
3. C -0.658
4. C -1.139
5. H 0.313

***

Computed, not measured: a structure of composition C16H6IrN6S7, with ωB97M-V/def2-TZVPD.

```
36
C16H6IrN6S7 | the OMol25 dataset | ωB97M-V/def2-TZVPD
C 4.795 -0.089 1.472
S 6.960 -1.002 1.235
C 2.513 2.571 2.785
N 6.044 0.204 1.790
C 1.906 -3.295 -0.806
H 0.353 2.500 2.559
H 1.707 -4.199 -1.364
H 2.504 3.495 3.344
N -4.847 -1.450 -2.335
N -2.813 1.665 -3.890
N 1.023 -1.343 0.228
C 3.686 1.906 2.517
N 5.826 -1.909 0.534
C 3.375 -1.772 0.293
N 1.251 0.911 1.640
S -1.912 1.500 2.007
S -0.826 -0.182 4.427
S -0.350 -1.493 2.905
C 4.671 -1.301 0.742
C 0.846 -2.461 -0.463
C 1.307 2.037 2.338
H -0.173 -2.692 -0.745
S -2.599 0.509 3.684
C -3.935 -1.007 -1.792
C 3.631 0.712 1.797
H 4.644 2.280 2.853
S -0.695 1.220 -0.931
C 3.182 -2.951 -0.425
C 2.391 0.244 1.370
S -2.321 -1.246 0.319
C -2.786 -0.480 -1.119
C -2.083 0.583 -1.663
C -2.499 1.174 -2.900
C 2.265 -0.991 0.610
Ir -0.509 -0.063 0.982
H 4.035 -3.570 -0.670
```

Results
**F_max**: 0.4 eV/Å
**Charge**: 0
**2S+1**: 2
**Energy relative to the best compared isomer or geometry (same formula, charge and spin)**: 0.0 kJ/mol

Results of the Mulliken charge analysis, in e, for atoms 1 through 5:
1. C 0.942
2. S 0.165
3. C -0.826
4. N -0.664
5. C -0.880

***

Computed, not measured: a cluster of 2 separate species, C2H5NO2 in total in a non-equilibrium geometry, with ωB97M-V/def2-TZVPD.

```
10
C2H5NO2 | the OMol25 dataset | ωB97M-V/def2-TZVPD
N 0.602 -0.123 -1.288
O 0.349 1.707 0.081
H -1.291 0.257 0.948
H 1.159 -0.280 -2.108
H -1.120 -0.903 2.396
H -0.135 -0.804 -1.113
H 2.131 0.964 -0.470
C -1.086 -0.749 1.308
O -0.895 -1.653 0.537
C 1.027 0.921 -0.539
```

Results
**F_max**: 1.2 eV/Å
**Charge**: 0
**Energy relative to the best compared isomer or geometry (same formula, charge and spin)**: 156.3 kJ/mol

Results of the Mulliken charge analysis, in e, for atoms 1 through 5:
1. N -0.283
2. O -0.503
3. H 0.281
4. H 0.213
5. H 0.267

***

Computed, not measured: a structure of composition C19H18Cl3MnN7O2S in a non-equilibrium geometry, with ωB97M-V/def2-TZVPD.

```
51
C19H18Cl3MnN7O2S | the OMol25 dataset | ωB97M-V/def2-TZVPD
C -19.464 -15.855 0.818
S -13.651 -14.293 4.068
C -18.433 -14.290 2.379
C -19.490 -14.698 1.551
H -11.299 -12.355 7.872
H -7.987 -14.299 4.645
C -11.457 -16.975 8.343
Cl -12.306 -16.651 9.814
C -11.490 -10.775 6.798
N -16.240 -14.447 3.015
C -18.370 -16.706 0.965
Cl -9.676 -17.258 8.491
H -15.355 -15.008 3.091
C -11.661 -8.396 6.148
H -20.197 -16.090 0.046
C -14.985 -13.118 4.256
H -18.497 -13.363 2.902
H -9.982 -9.672 5.917
H -8.894 -10.857 8.254
H -14.545 -9.525 4.771
C -9.308 -12.969 5.528
C -9.643 -12.246 6.708
H -13.342 -7.321 5.439
H -10.857 -14.298 3.290
N -10.942 -12.054 7.027
C -13.758 -9.539 5.547
N -14.850 -12.029 4.901
H -20.374 -14.062 1.542
H -7.674 -11.653 7.331
N -10.318 -13.537 4.853
C -10.907 -9.631 6.404
H -16.316 -16.923 1.784
Mn -12.263 -13.174 5.608
H -7.245 -13.218 5.705
C -7.918 -13.200 4.901
C -17.244 -16.314 1.700
O -12.739 -10.698 7.332
C -17.301 -15.066 2.383
N -11.475 -14.649 7.133
C -11.429 -15.682 7.646
H -7.674 -12.680 4.029
C -13.452 -10.660 6.186
O -9.990 -14.151 3.750
H -18.342 -17.628 0.458
C -8.658 -11.758 7.691
H -11.072 -7.485 5.933
H -8.615 -12.464 8.504
C -13.000 -8.311 5.829
N -16.242 -13.414 3.729
Cl -12.172 -18.170 7.256
N -13.776 -11.944 5.608
```

Results
**F_max**: 4.4 eV/Å
**Charge**: +1
**2S+1**: 5
**Energy relative to the best compared isomer or geometry (same formula, charge and spin)**: 153.9 kJ/mol

Results of the Mulliken charge analysis, in e, for atoms 1 through 5:
1. C -0.604
2. S -0.487
3. C -0.403
4. C -0.391
5. H 0.405

***

Computed, not measured: the ion C2H2BO5 with charge -1 in a non-equilibrium geometry, with ωB97M-V/def2-TZVPD.

```
10
C2H2BO5 | the OMol25 dataset | ωB97M-V/def2-TZVPD
O -2.564 1.910 -0.496
B -0.565 0.243 0.259
C -2.010 0.897 0.059
O 0.405 0.258 -0.724
O -3.758 -0.923 0.230
C -2.609 -0.514 0.170
H 0.418 0.980 -1.323
O -1.458 -1.171 0.015
O -0.083 -0.007 1.582
H -0.092 -0.977 1.718
```

Results
**F_max**: 4.7 eV/Å
**Charge**: -1
**Energy relative to the best compared isomer or geometry (same formula, charge and spin)**: 86.9 kJ/mol

Results of the Mulliken charge analysis, in e, for atoms 1 through 5:
1. O -0.653
2. B 0.652
3. C 0.405
4. O -0.615
5. O -0.665

***

Computed, not measured: a structure of composition CHF3NO3S2Sc in a non-equilibrium geometry, with ωB97M-V/def2-TZVPD.

```
12
CHF3NO3S2Sc | the OMol25 dataset | ωB97M-V/def2-TZVPD
O 1.159 1.717 -2.951
F 1.717 -0.090 2.622
S -1.743 -0.908 -1.740
N -0.366 -0.195 -2.352
F -0.337 0.209 1.994
O 0.785 1.238 -0.545
C 0.655 -0.750 2.198
F 0.195 -1.519 3.166
H 0.860 -1.302 1.267
Sc -1.058 0.845 -0.008
O -2.919 0.198 -1.689
S 1.051 0.559 -1.965
```

Results
**Total energy**: -59206.661 eV
**F_max**: 4.0 eV/Å
**Charge**: 0

Results of the Mulliken charge analysis, in e, for atoms 1 through 5:
1. O -0.579
2. F -0.198
3. S 0.263
4. N -0.338
5. F -0.275

***

Computed, not measured: an isolated molecule of C3H4FNO in a non-equilibrium geometry, with ωB97M-V/def2-TZVPD.

```
10
C3H4FNO | the OMol25 dataset | ωB97M-V/def2-TZVPD
N 0.811 1.139 -0.018
C -0.643 -0.789 -0.059
H -1.180 -1.406 0.694
C 1.425 0.072 0.091
O 0.811 -1.136 0.137
H -1.037 0.988 1.062
H -1.211 1.285 -0.868
F 2.726 -0.004 -0.018
C -0.683 0.782 0.064
H -1.019 -0.930 -1.084
```

Results
**F_max**: 2.7 eV/Å
**Charge**: 0
**Energy relative to the best compared isomer or geometry (same formula, charge and spin)**: 83.1 kJ/mol

Results of the Mulliken charge analysis, in e, for atoms 1 through 5:
1. N -0.444
2. C -0.249
3. H 0.278
4. C 0.544
5. O -0.346

***

> What is the charge in the twelfth record?

0

***

Please write out number 11 again, unchanged.
Computed, not measured: a structure of composition CHF3NO3S2Sc in a non-equilibrium geometry, with ωB97M-V/def2-TZVPD.

```
12
CHF3NO3S2Sc | the OMol25 dataset | ωB97M-V/def2-TZVPD
O 1.159 1.717 -2.951
F 1.717 -0.090 2.622
S -1.743 -0.908 -1.740
N -0.366 -0.195 -2.352
F -0.337 0.209 1.994
O 0.785 1.238 -0.545
C 0.655 -0.750 2.198
F 0.195 -1.519 3.166
H 0.860 -1.302 1.267
Sc -1.058 0.845 -0.008
O -2.919 0.198 -1.689
S 1.051 0.559 -1.965
```

Results
**Total energy**: -59206.661 eV
**F_max**: 4.0 eV/Å
**Charge**: 0

Results of the Mulliken charge analysis, in e, for atoms 1 through 5:
1. O -0.579
2. F -0.198
3. S 0.263
4. N -0.338
5. F -0.275

***

> Which formula does entry 3 have?

C4H12N3